Entry from the OMol25 dataset: C28H29AsFOSSiTa as an isolated structure in a non-equilibrium geometry (wB97M-V/def2-TZVPD).

The calculation puts the energy at -115361.868 eV. The HOMO energy comes out at -14.2 eV. The energy above the lowest of the compared OMol25 structures with the same formula, charge and spin comes out at 21.3 kcal per mole. The value obtained for the HOMO-LUMO gap is 6.1 eV. Its total charge is +2. As for the maximum force: 1.84 eV/A.

Each line ends with the Mulliken charge.
CARTESIAN COORDINATES (ANGSTROEM)
Ta -0.2360 0.3462 0.4765  0.732
S 0.5045 0.5515 2.7006  -0.320
C -0.3187 2.0670 3.1959  0.788
C -0.5891 2.1974 4.5521  -0.613
C -1.0964 3.3942 5.0371  -0.650
C -1.3353 4.4590 4.1778  -0.811
C -1.0795 4.3265 2.8207  -0.466
C -0.5720 3.1342 2.3218  0.035
As -0.3252 2.9842 0.4118  1.062
C -2.0915 3.1316 -0.3393  0.401
C -2.1902 2.9438 -1.7205  -0.381
C -3.4306 3.0224 -2.3335  -0.867
C -4.5646 3.2777 -1.5679  -0.460
C -4.4608 3.4454 -0.1941  -0.819
C -3.2220 3.3659 0.4318  -0.271
C 0.6481 4.5152 -0.1296  0.531
C -0.0278 5.5223 -0.7970  -0.087
C 0.6630 6.6954 -1.0741  -0.707
C 1.9913 6.8334 -0.6962  -0.530
C 2.6508 5.8031 -0.0344  -0.659
C 1.9798 4.6267 0.2542  -0.600
H -0.3850 1.3759 5.2266  0.472
H -1.2904 3.4969 6.0966  0.424
H -1.7114 5.3969 4.5647  0.433
H -1.2505 5.1626 2.1539  0.587
H -1.3061 2.7688 -2.3236  0.536
H -3.5138 2.8930 -3.4048  0.475
H -5.5322 3.3509 -2.0481  0.433
H -5.3458 3.6426 0.3973  0.447
H -3.1520 3.4952 1.5025  0.454
H -1.0600 5.4145 -1.0956  0.383
H 0.1561 7.5007 -1.5881  0.427
H 2.5195 7.7508 -0.9206  0.413
H 3.6865 5.9154 0.2566  0.419
H 2.4897 3.8243 0.7721  0.376
F -0.9548 -5.9793 -0.6935  -0.324
C -0.4145 -4.7619 -0.6601  0.488
C -0.3748 -4.0193 -1.8319  -0.606
C 0.1780 -2.7534 -1.7986  -0.470
C 0.6928 -2.2365 -0.6083  0.367
C 1.2584 -0.8544 -0.5313  -1.482
C 0.6438 -3.0154 0.5503  -0.057
C 0.0876 -4.2867 0.5330  -0.804
H -0.7627 -4.4461 -2.7476  0.501
H 0.2279 -2.1701 -2.7114  0.408
H 1.5413 -0.4041 -1.4889  0.610
H 2.1121 -0.7933 0.1605  0.525
H 1.0784 -2.6425 1.4734  0.453
H 0.0534 -4.9097 1.4165  0.485
C -3.9591 -1.6228 -1.3327  -0.956
Si -3.3780 -1.2063 0.3422  0.227
C -2.8184 -2.6233 1.3579  -0.832
C -4.4384 -0.0357 1.2689  -0.910
O -1.8638 -0.2981 0.0818  -0.012
H -4.8889 -2.1966 -1.2753  0.400
H -3.2215 -2.2294 -1.8635  0.280
H -4.1577 -0.7186 -1.9132  0.309
H -3.6663 -3.0842 1.8711  0.501
H -2.1065 -2.3018 2.1227  0.279
H -2.3418 -3.3896 0.7404  0.074
H -5.1823 -0.5853 1.8516  0.474
H -4.9704 0.6385 0.5938  0.222
H -3.8488 0.5670 1.9654  0.263